[1]
13
Properties=species:S:1:pos:R:3 method="wB97M-V/def2-TZVPD" energy_ha=-620.85236 spin_multiplicity=1 e_lumo_ev=0.28 smiles="NC(=O)[C@H](I)CO"
N -0.081 -2.184 0.394
C 0.259 -1.055 -0.223
O 1.071 -0.958 -1.107
C -0.452 0.344 0.371
I -2.587 0.081 0.143
C 0.010 1.617 -0.307
O 1.364 1.853 -0.059
H -0.796 -2.257 1.095
H 0.335 -3.037 0.053
H -0.250 0.368 1.442
H -0.209 1.574 -1.381
H -0.537 2.460 0.131
H 1.873 1.194 -0.554

[2]
54
Properties=species:S:1:pos:R:3 method="wB97M-V/def2-TZVPD" energy_ha=-1078.34253 spin_multiplicity=1 e_lumo_ev=-0.64
C 1.381 -2.774 -3.295
O 1.092 -2.226 -2.051
H 1.463 -1.968 -4.025
H 2.379 -3.195 -3.413
H 0.577 -3.476 -3.517
H 0.250 -1.765 -2.031
C -1.262 -2.424 2.248
O 0.027 -1.876 1.841
H -1.753 -2.747 1.330
H -1.210 -3.331 2.852
H -1.919 -1.721 2.760
H 0.586 -1.724 2.607
C -3.679 -1.571 0.569
C -3.571 -0.068 0.379
O -2.878 0.082 -0.895
H -4.523 -1.915 -0.029
H -3.948 -1.795 1.601
H -2.738 -2.071 0.334
H -2.838 0.307 1.093
H -4.474 0.541 0.421
H -1.998 -0.303 -0.894
C 3.276 3.075 0.702
C 2.691 1.800 0.171
O 1.385 1.541 0.604
H 4.355 2.931 0.760
H 2.983 3.328 1.721
H 3.157 3.880 -0.023
H 3.289 0.938 0.467
H 2.665 1.793 -0.918
H 1.096 0.749 0.145
C -0.659 3.212 1.412
C -0.784 2.245 0.200
O -1.961 2.682 -0.386
H -0.664 2.660 2.352
H -1.275 4.110 1.359
H 0.411 3.413 1.482
H -0.824 1.193 0.483
H 0.103 2.401 -0.414
H -1.921 2.474 -1.323
O 1.205 0.638 -1.698
H 0.653 0.385 -0.958
H 0.612 0.637 -2.450
O 2.380 -0.997 -0.961
H 1.879 -1.720 -1.339
H 1.997 -0.210 -1.349
O -1.262 -1.495 -1.258
H -1.246 -1.468 -2.214
H -1.630 -2.353 -1.048
O 0.346 -0.440 0.112
H 0.182 -0.870 0.951
H -0.207 -0.911 -0.511
O 2.355 -0.248 2.015
H 2.782 0.449 2.512
H 1.666 0.197 1.521

Number 1: orbital gap 9.9 eV. Number 2: orbital gap 7.1 eV.